ORCA calculation (ωB97M-V/def2-TZVPD) on a structure of composition C48H43N5O3RuS2.

Results
Lowest unoccupied orbital energy (spin up / spin down) (eV): 2.24 / 1.94
HOMO-LUMO gap (spin up / spin down) (eV): 5.691 / 6.063
Spin multiplicity: 6
Expectation value of S²: 8.81
Net charge: -1

Geometry (Å):
Ru (0.005, -0.868, 0.115)
C (-3.005, 3.143, 2.472)
C (-3.793, 3.824, 1.393)
C (-4.237, 5.123, 1.584)
C (-5.057, 5.756, 0.664)
C (-5.467, 5.072, -0.469)
C (-5.007, 3.794, -0.705)
C (-4.141, 3.173, 0.200)
N (-3.685, 1.889, -0.093)
C (-2.379, 1.423, -0.020)
N (-1.431, 2.380, 0.078)
C (-0.130, 2.283, 0.616)
C (0.376, 1.059, 1.056)
C (1.606, 1.061, 1.708)
C (2.354, 2.220, 1.826)
C (1.847, 3.416, 1.344)
C (0.587, 3.479, 0.769)
C (0.014, 4.814, 0.373)
N (-2.147, 0.163, -0.180)
C (-3.217, -0.736, -0.105)
C (-4.005, -0.788, 1.048)
C (-5.028, -1.706, 1.160)
C (-5.292, -2.573, 0.112)
C (-4.520, -2.518, -1.038)
C (-3.481, -1.610, -1.172)
C (-2.624, -1.546, -2.396)
H (-3.389, 3.438, 3.447)
H (-1.953, 3.423, 2.437)
H (-3.062, 2.061, 2.388)
H (-3.949, 5.636, 2.490)
H (-5.389, 6.766, 0.844)
H (-6.146, 5.538, -1.167)
H (-5.320, 3.253, -1.588)
H (-4.334, 1.266, -0.555)
H (-1.763, 3.323, -0.070)
H (1.986, 0.139, 2.137)
H (3.327, 2.200, 2.301)
H (2.438, 4.320, 1.442)
H (0.755, 5.590, 0.557)
H (-0.876, 5.050, 0.960)
H (-0.254, 4.836, -0.681)
H (-3.761, -0.138, 1.878)
H (-5.615, -1.750, 2.067)
H (-6.077, -3.312, 0.200)
H (-4.713, -3.225, -1.836)
H (-2.799, -2.403, -3.042)
H (-1.565, -1.525, -2.111)
H (-2.826, -0.638, -2.968)
S (-1.057, -1.579, 2.639)
C (-0.522, -3.030, 1.622)
N (-0.547, -4.250, 2.423)
C (-1.305, -5.306, 2.073)
C (-1.973, -5.315, 0.893)
C (-1.969, -4.119, 0.119)
N (-1.335, -3.045, 0.436)
H (-0.264, -4.126, 3.381)
H (-1.314, -6.143, 2.756)
H (-2.547, -6.166, 0.575)
H (-2.574, -4.078, -0.776)
C (0.846, -2.737, 1.159)
C (1.964, -3.169, 0.851)
C (3.289, -3.388, 0.571)
C (4.184, -3.329, 1.716)
C (5.396, -2.637, 1.647)
C (6.208, -2.532, 2.757)
C (5.842, -3.121, 3.958)
C (4.636, -3.799, 4.043)
C (3.811, -3.893, 2.941)
C (3.726, -3.620, -0.777)
C (5.002, -4.135, -1.059)
C (5.415, -4.343, -2.357)
C (4.564, -4.054, -3.415)
C (3.286, -3.578, -3.155)
C (2.864, -3.378, -1.861)
H (5.649, -2.142, 0.722)
H (7.132, -1.976, 2.685)
H (6.489, -3.043, 4.820)
H (4.341, -4.260, 4.977)
H (2.863, -4.408, 3.013)
H (5.657, -4.386, -0.235)
H (6.406, -4.744, -2.547)
H (4.886, -4.207, -4.435)
H (2.612, -3.343, -3.965)
H (1.871, -2.993, -1.682)
C (0.728, 5.550, -3.187)
C (1.025, 4.118, -2.834)
C (0.024, 3.156, -2.881)
C (0.294, 1.831, -2.585)
C (1.570, 1.457, -2.224)
C (2.573, 2.404, -2.147)
C (2.303, 3.726, -2.453)
S (1.942, -0.289, -1.982)
O (2.912, -0.575, -3.012)
O (0.651, -0.986, -2.175)
O (2.424, -0.428, -0.612)
H (-0.344, 5.738, -3.178)
H (1.096, 5.785, -4.187)
H (1.214, 6.231, -2.490)
H (-0.977, 3.454, -3.160)
H (-0.476, 1.076, -2.636)
H (3.557, 2.088, -1.842)
H (3.090, 4.465, -2.401)

Atomic partial charges in e from the Löwdin method, atoms 1 to 99:
1 Ru 1.32
2 C -0.02
3 C -0.21
4 C -0.05
5 C -0.10
6 C -0.10
7 C -0.02
8 C -0.21
9 N 0.13
10 C -0.37
11 N 0.14
12 C -0.24
13 C -0.20
14 C -0.15
15 C -0.09
16 C -0.07
17 C -0.23
18 C -0.04
19 N 0.08
20 C -0.30
21 C -0.07
22 C -0.09
23 C -0.10
24 C -0.09
25 C -0.26
26 C -0.04
27 H 0.09
28 H 0.08
29 H 0.08
30 H 0.11
31 H 0.10
32 H 0.10
33 H 0.11
34 H 0.15
35 H 0.12
36 H 0.09
37 H 0.10
38 H 0.10
39 H 0.08
40 H 0.07
41 H 0.06
42 H 0.09
43 H 0.10
44 H 0.09
45 H 0.11
46 H 0.08
47 H 0.03
48 H 0.08
49 S 0.49
50 C -0.95
51 N 0.04
52 C -0.12
53 C -0.09
54 C -0.15
55 N 0.02
56 H 0.11
57 H 0.12
58 H 0.08
59 H 0.10
60 C -0.18
61 C 0.00
62 C -0.16
63 C -0.18
64 C -0.04
65 C -0.10
66 C -0.11
67 C -0.10
68 C -0.03
69 C -0.17
70 C -0.04
71 C -0.10
72 C -0.10
73 C -0.09
74 C -0.04
75 H 0.12
76 H 0.10
77 H 0.09
78 H 0.09
79 H 0.11
80 H 0.10
81 H 0.09
82 H 0.09
83 H 0.11
84 H 0.08
85 C -0.06
86 C -0.30
87 C -0.06
88 C -0.07
89 C -0.26
90 C -0.04
91 C -0.04
92 S 0.44
93 O -0.29
94 O -0.43
95 O -0.34
96 H 0.07
97 H 0.08
98 H 0.07
99 H 0.11

ORCA calculation (ωB97M-V/def2-TZVPD) on a structure of composition C48H44AsGeIrN3P2SSe2.

Results
Lowest unoccupied orbital energy (spin up / spin down) (eV): 3.89 / 3.89
HOMO-LUMO gap (spin up / spin down) (eV): 4.048 / 3.902
Spin multiplicity: 2
Expectation value of S²: 0.77
Net charge: -2

Geometry (Å):
Ir (-0.126, 0.080, 0.516)
Se (0.642, -6.989, 0.973)
P (-0.808, -5.855, -0.074)
C (-0.344, -5.796, -1.829)
C (-0.308, -6.969, -2.585)
C (0.194, -6.949, -3.882)
C (0.690, -5.763, -4.413)
C (0.693, -4.609, -3.650)
C (0.178, -4.618, -2.352)
C (-2.426, -6.716, 0.135)
C (-3.177, -7.263, -0.885)
C (-4.406, -7.885, -0.621)
C (-4.878, -7.953, 0.671)
C (-4.123, -7.420, 1.707)
C (-2.897, -6.812, 1.443)
C (-1.041, -4.158, 0.480)
C (-1.407, -2.883, -0.028)
N (-0.995, -1.991, 0.908)
N (-0.508, -2.675, 1.965)
N (-0.508, -3.954, 1.717)
P (-2.670, -2.159, -1.152)
Se (-2.547, -0.111, -1.543)
C (-2.810, -3.096, -2.725)
C (-2.336, -2.510, -3.882)
C (-2.489, -3.157, -5.114)
C (-3.132, -4.378, -5.183)
C (-3.628, -4.959, -4.029)
C (-3.465, -4.306, -2.802)
C (-4.282, -2.585, -0.325)
C (-5.370, -1.753, -0.528)
C (-6.608, -2.048, 0.054)
C (-6.756, -3.173, 0.842)
C (-5.672, -4.003, 1.058)
C (-4.435, -3.700, 0.474)
H (-0.633, -7.906, -2.145)
H (0.219, -7.862, -4.467)
H (1.086, -5.745, -5.423)
H (1.102, -3.686, -4.045)
H (0.222, -3.706, -1.752)
H (-2.812, -7.215, -1.901)
H (-4.984, -8.306, -1.435)
H (-5.834, -8.423, 0.876)
H (-4.484, -7.476, 2.727)
H (-2.297, -6.403, 2.250)
H (-1.847, -1.544, -3.807)
H (-2.101, -2.695, -6.014)
H (-3.252, -4.880, -6.139)
H (-4.146, -5.913, -4.078)
H (-3.885, -4.743, -1.908)
H (-5.230, -0.861, -1.130)
H (-7.449, -1.380, -0.106)
H (-7.716, -3.399, 1.295)
H (-5.765, -4.882, 1.687)
H (-3.583, -4.334, 0.681)
C (0.418, 1.723, 0.086)
Ge (2.150, 2.553, 0.300)
C (2.685, 2.385, 2.160)
C (2.662, 3.420, 3.099)
C (2.925, 3.171, 4.449)
C (3.205, 1.877, 4.872)
C (3.208, 0.831, 3.952)
C (2.939, 1.077, 2.607)
C (3.664, 1.988, -0.784)
C (4.884, 1.601, -0.228)
C (5.938, 1.161, -1.032)
C (5.779, 1.106, -2.412)
C (4.566, 1.489, -2.984)
C (3.520, 1.920, -2.178)
C (2.017, 4.475, -0.128)
C (0.986, 4.884, -0.985)
C (0.867, 6.219, -1.378)
C (1.769, 7.172, -0.909)
C (2.797, 6.786, -0.053)
C (2.920, 5.449, 0.325)
H (2.421, 4.433, 2.787)
H (2.901, 3.986, 5.164)
H (3.398, 1.680, 5.921)
H (3.387, -0.186, 4.284)
H (2.880, 0.245, 1.903)
H (5.021, 1.631, 0.849)
H (6.874, 0.852, -0.577)
H (6.591, 0.756, -3.039)
H (4.426, 1.421, -4.059)
H (2.571, 2.172, -2.640)
H (0.258, 4.143, -1.316)
H (0.064, 6.515, -2.047)
H (1.671, 8.210, -1.208)
H (3.504, 7.523, 0.315)
H (3.746, 5.161, 0.971)
C (-0.485, 0.586, 4.222)
As (-1.306, 0.888, 2.485)
C (-3.091, 0.194, 2.882)
C (-1.663, 2.794, 2.647)
H (-1.171, 0.841, 5.035)
H (0.416, 1.199, 4.289)
H (-0.207, -0.466, 4.264)
H (-3.503, 0.662, 3.781)
H (-3.022, -0.885, 3.026)
H (-3.734, 0.392, 2.025)
H (-2.330, 3.006, 3.488)
H (-2.105, 3.131, 1.711)
H (-0.710, 3.309, 2.783)
S (1.432, -0.939, -0.796)

Atomic partial charges in e from the Löwdin method, atoms 1 to 99:
1 Ir 0.34
2 Se 0.20
3 P 0.52
4 C -0.36
5 C -0.12
6 C -0.10
7 C -0.10
8 C -0.06
9 C -0.07
10 C -0.36
11 C -0.10
12 C -0.09
13 C -0.11
14 C -0.09
15 C -0.11
16 C -0.45
17 C -0.45
18 N -0.24
19 N -0.05
20 N -0.04
21 P 0.58
22 Se 0.31
23 C -0.34
24 C -0.11
25 C -0.08
26 C -0.11
27 C -0.08
28 C -0.09
29 C -0.33
30 C -0.11
31 C -0.09
32 C -0.11
33 C -0.07
34 C -0.08
35 H 0.10
36 H 0.09
37 H 0.09
38 H 0.11
39 H 0.06
40 H 0.08
41 H 0.10
42 H 0.09
43 H 0.10
44 H 0.10
45 H 0.06
46 H 0.10
47 H 0.09
48 H 0.10
49 H 0.09
50 H 0.05
51 H 0.09
52 H 0.09
53 H 0.09
54 H 0.08
55 C -0.58
56 Ge 0.80
57 C -0.29
58 C -0.12
59 C -0.12
60 C -0.13
61 C -0.10
62 C -0.12
63 C -0.28
64 C -0.11
65 C -0.11
66 C -0.12
67 C -0.10
68 C -0.12
69 C -0.27
70 C -0.11
71 C -0.11
72 C -0.13
73 C -0.12
74 C -0.12
75 H 0.08
76 H 0.09
77 H 0.09
78 H 0.10
79 H 0.08
80 H 0.09
81 H 0.09
82 H 0.08
83 H 0.09
84 H 0.10
85 H 0.08
86 H 0.09
87 H 0.08
88 H 0.09
89 H 0.09
90 C -0.29
91 As 0.92
92 C -0.31
93 C -0.30
94 H 0.02
95 H 0.00
96 H 0.02
97 H 0.01
98 H 0.01
99 H 0.01

Calculated values (Ha) of E_tot for the records, taken in order: -3245.62111 -12320.51920.
Calculated values (hartree/bohr) of F_max for the records, taken in order: 0.03678 0.03545.
Calculated values (kJ/mol) of energy above the lowest of the compared OMol25 structures with the same formula, charge and spin for the records, taken in order: 83.9 0.0.